a.
Here is 2 unconnected molecules or ions with the total composition C6H14O from the Open Molecules 2025 dataset. Energies are from ωB97M-V/def2-TZVPD.

Structure (XYZ):
```
21
Properties=species:S:1:pos:R:3
C 0.140 -1.292 -0.343
O -4.007 2.021 -2.691
H 3.548 0.078 1.640
C -1.426 -0.935 0.003
H 0.391 -2.368 -0.100
H 0.500 -1.252 -1.445
H -3.769 1.100 -2.921
C -1.533 -0.202 1.393
H -1.827 -0.407 -0.873
H 3.299 1.799 1.080
H 1.001 -0.449 1.547
H -1.005 -0.753 2.173
C 1.138 -0.393 0.460
C 2.243 0.190 -0.066
H 2.324 0.264 -1.160
C 3.440 0.724 0.741
H -2.568 -0.071 1.666
H -3.142 2.341 -2.477
H -1.169 0.845 1.135
H 4.312 0.629 0.117
H -1.892 -1.869 0.120
```

Calculated values
lowest unoccupied orbital energy: 0.7 eV
total charge: 0
gap between HOMO and LUMO: 9.76 eV

---

b.
Here is 2 unconnected molecules or ions with the total composition C6H14O from the Open Molecules 2025 dataset. Energies are from ωB97M-V/def2-TZVPD.

Structure (XYZ):
```
21
Properties=species:S:1:pos:R:3
C 0.078 0.475 1.518
O -1.893 -0.759 0.787
C 0.013 -1.184 -2.200
H 2.103 0.754 0.898
H -1.872 1.273 1.151
C -1.221 0.486 0.736
H 1.237 -0.472 -0.044
H 0.926 0.855 3.402
H -0.850 1.257 3.240
H 0.858 -1.716 -1.766
H -0.200 -1.637 -3.168
H 0.550 0.801 -1.452
C 0.327 0.297 -2.382
H -0.852 -1.330 -1.557
H -0.517 0.804 -2.847
C 1.366 -0.048 0.942
H -1.985 -1.016 1.712
H -1.075 0.690 -0.321
H 1.770 -0.828 1.600
C 0.046 0.877 2.779
H 1.191 0.420 -3.029
```

Calculated values
lowest unoccupied orbital energy: 0.9 eV
total charge: 0
gap between HOMO and LUMO: 10.58 eV

---

c.
Here is a single C6H14O molecule from the Open Molecules 2025 dataset. Energies are from ωB97M-V/def2-TZVPD.

Structure (XYZ):
```
21
Properties=species:S:1:pos:R:3
H 3.738 0.647 -1.004
H 4.501 -0.736 -0.208
H -0.964 0.638 -1.127
C -3.703 0.235 0.392
C 3.687 -0.011 -0.128
H -1.150 1.308 0.502
H 2.294 -1.348 0.856
H 3.871 0.603 0.761
H -2.295 -1.462 0.430
H -4.548 -0.237 -0.123
O -0.004 -0.426 0.311
H 2.180 -1.368 -0.900
H -3.947 0.219 1.465
H 1.353 1.032 0.816
H -3.684 1.285 0.081
C -2.396 -0.471 -0.038
C 2.337 -0.713 -0.035
C 1.186 0.269 0.037
H -2.434 -0.637 -1.100
C -1.101 0.366 -0.066
H 1.077 0.805 -0.923
```

Calculated values
lowest unoccupied orbital energy: 1.2 eV
total charge: 0
gap between HOMO and LUMO: 10.87 eV

---

Which of them is most stable, and which least? Most stable: c; least stable: a.